This record from the OMol25 dataset describes a structure of composition C50H30F6I4N6NiPS in a non-equilibrium geometry. The level of theory is ωB97M-V/def2-TZVPD.

Structure (XYZ):
```
99
Properties=species:S:1:pos:R:3
Ni 0.34706 -0.44095 0.43946
I 0.72706 -3.84251 -8.09335
C 0.58617 -3.52714 -6.05152
C 1.55793 -2.78858 -5.39550
C 1.45943 -2.58372 -4.03192
C 0.39823 -3.12097 -3.28357
C -0.59585 -3.81934 -3.98423
C -0.49843 -4.03349 -5.34528
C 0.36871 -2.80326 -1.85349
C -0.83145 -2.72099 -1.04923
C -1.97497 -3.59725 -1.09861
C -2.83410 -3.16020 -0.14871
C -2.24276 -2.00543 0.45666
C -2.87730 -1.11770 1.28884
C -4.30715 -1.34067 1.61913
C -5.26640 -1.44006 0.61736
C -6.60202 -1.62969 0.93470
C -6.98148 -1.73820 2.26477
I -8.97354 -2.04441 2.74781
C -6.03520 -1.63725 3.27682
C -4.70586 -1.42938 2.95076
C -2.29482 0.07640 1.78927
N -0.96427 0.34893 1.74978
C -0.85110 1.62983 2.21159
C 0.39103 2.27995 2.36806
C 0.41659 3.69877 2.80002
C -0.18327 4.12064 3.98334
C -0.13498 5.45200 4.35991
C 0.50353 6.37499 3.54075
I 0.56054 8.37216 4.09273
C 1.10542 5.96920 2.35823
C 1.06647 4.63181 1.99607
C 1.59736 1.65537 2.15862
C 2.85561 2.08382 2.69762
C 3.72528 1.06214 2.50765
C 3.00150 0.04439 1.80522
N 1.72380 0.38589 1.62412
C 3.61347 -1.11781 1.25564
C 3.00794 -1.89439 0.30512
C 3.68896 -2.87581 -0.51187
C 2.83471 -3.22467 -1.49005
C 1.59430 -2.52702 -1.21535
N 1.70862 -1.75122 -0.12584
C 5.02238 -1.40626 1.63378
C 6.04835 -0.88525 0.85179
C 7.37375 -1.13260 1.17144
C 7.67268 -1.90642 2.28675
I 9.65231 -2.28814 2.77253
C 6.65696 -2.42924 3.07248
C 5.33297 -2.17452 2.74570
C -2.11701 2.16811 2.53944
C -3.03051 1.17553 2.29067
N -0.96331 -1.82945 -0.06362
H 2.37540 -2.34218 -5.94306
H 2.17882 -1.93773 -3.55222
H -1.46391 -4.20799 -3.48799
H -1.27244 -4.58722 -5.85764
H -2.09297 -4.47470 -1.70096
H -3.77547 -3.59883 0.13080
H -4.96892 -1.33013 -0.41730
H -7.34224 -1.68629 0.14968
H -6.33044 -1.71550 4.31335
H -3.96610 -1.34513 3.73599
H -0.65883 3.39731 4.63131
H -0.58924 5.77163 5.28665
H 1.60224 6.68707 1.72146
H 1.52994 4.30877 1.07280
H 3.03565 3.02164 3.19278
H 4.75965 1.00973 2.79566
H 4.70295 -3.20385 -0.36506
H 2.98899 -3.91706 -2.29854
H 5.80592 -0.28531 -0.01668
H 8.16509 -0.72645 0.55868
H 6.89479 -3.03183 3.93776
H 4.54085 -2.58078 3.36066
H -2.31998 3.16707 2.87968
H -4.09917 1.22805 2.40416
N -4.61084 2.91076 -4.07875
C -4.38297 3.18255 -2.78280
S -5.24893 4.26035 -1.90742
C -3.26597 2.38015 -2.19641
C -2.32527 2.97706 -1.37235
C -1.32169 2.18637 -0.84202
N -1.23810 0.87375 -1.03536
C -2.12509 0.31543 -1.85194
C -3.14807 1.02116 -2.45987
H -5.33292 3.42101 -4.55991
H -3.96179 2.35686 -4.61172
H -2.37268 4.03381 -1.15506
H -0.54013 2.62601 -0.23652
H -2.01038 -0.74525 -2.03248
H -3.85097 0.50472 -3.09889
F 1.83796 1.00345 -0.98141
P 2.10580 0.99111 -2.60871
F 2.37595 0.92836 -4.18989
F 0.91842 -0.12291 -2.77099
F 1.01593 2.16757 -2.79378
F 3.17165 -0.22754 -2.38093
F 3.27615 2.06897 -2.40728
```

* HOMO (alpha / beta): -7.6 / -8.0 eV
* LUMO (alpha / beta): -0.0713 / -0.1089 Eh
* 2S+1: 2
* total charge: 0
* frontier orbital gap (alpha / beta): 5.7073 / 5.0616 eV
* <S²>: 0.868